The following is a DFT calculation (the ωB97M-V functional and the def2-TZVPD basis) of an isolated ion of composition C4H6NO and charge +1 at a distorted geometry.

```
12
Properties=species:S:1:pos:R:3:forces:R:3
C -1.557 -0.043 0.053 0.1 0.0 0.0
N -0.271 0.072 0.028 -1.0 -0.4 0.0
C 0.452 1.217 -0.001 7.7 -1.3 0.0
C 1.957 0.718 0.018 -7.4 2.6 -0.1
O 1.963 -0.576 0.033 0.7 -0.4 0.1
C 0.646 -1.076 -0.013 -0.2 -1.4 -0.3
H -2.025 -1.009 0.090 0.1 -0.3 0.0
H -2.162 0.848 0.037 0.0 0.1 0.0
H 0.093 2.215 -0.043 -0.3 0.4 0.0
H 2.851 1.309 0.039 0.4 -0.1 0.0
H 0.493 -1.770 0.823 0.0 0.4 -0.1
H 0.520 -1.631 -0.954 0.0 0.3 0.2
```
Positions in Å, forces in eV/Å.

Computed properties:
Spin multiplicity   1
Net charge   +1
HOMO-LUMO gap (alpha / beta)   7.95 / 7.95 eV

=====

The following is a DFT calculation (the ωB97M-V functional and the def2-TZVPD basis) of a 2-piece molecular cluster, C4H6NO overall at a distorted geometry.

```
12
Properties=species:S:1:pos:R:3:forces:R:3
C 2.444 0.274 -0.057 1.0 0.2 0.3
C -0.852 -1.734 -0.487 0.8 -0.1 0.4
C 1.296 -0.320 0.003 -1.4 -1.4 -0.8
C 0.284 -1.116 -0.243 0.9 0.0 0.4
N -0.816 1.250 0.469 -0.2 -1.3 -1.3
O 3.414 0.896 -0.069 -0.7 -0.4 -0.1
H -1.006 -1.944 -1.533 -0.3 0.0 -0.3
H -1.539 -2.213 0.231 0.7 0.4 -0.2
H 0.091 0.797 0.164 0.3 0.3 0.7
H -0.680 2.093 0.910 0.4 2.5 1.6
H -1.359 0.602 1.002 -0.4 -0.4 0.6
H -1.277 1.415 -0.391 -1.1 0.3 -1.1
```
Positions in Å, forces in eV/Å.

Computed properties:
Spin multiplicity   1
Net charge   +1
HOMO-LUMO gap   8.43 eV

=====

The following is a DFT calculation (the ωB97M-V functional and the def2-TZVPD basis) of a 2-piece molecular cluster, C4H6NO2 overall at a distorted geometry.

```
13
Properties=species:S:1:pos:R:3:forces:R:3
C 0.549 1.755 -0.112 1.0 -0.2 -0.3
C 0.937 2.705 -1.042 -1.6 1.8 0.3
C 1.214 0.531 -0.003 -0.7 -1.9 -0.7
C -1.587 -2.185 0.636 0.4 -3.3 2.9
N 1.352 -0.647 -0.074 0.0 2.3 1.1
O 1.798 -1.753 0.265 0.4 -1.0 -0.3
O 1.727 2.632 -1.953 1.4 -0.1 -1.6
H 0.083 2.182 0.717 -1.1 0.1 1.4
H 0.325 3.701 -0.939 0.6 -0.9 0.1
H -2.270 -2.306 1.596 1.7 0.3 -1.8
H -1.044 -1.289 0.603 0.8 1.1 0.3
H -2.205 -2.219 -0.178 -1.8 0.0 -2.1
H -0.878 -3.106 0.486 -1.2 1.8 0.7
```
Positions in Å, forces in eV/Å.

Computed properties:
Spin multiplicity   1
Net charge   -1
HOMO-LUMO gap   7.04 eV

=====

spin multiplicity of number 1 (C4H6NO)?
1